1.
C20H21BrF5GeN3O5RuTe as an isolated structure at a distorted geometry, computed with ωB97M-V with the def2-TZVPD basis set.

Geometry as XYZ:
```
58
Properties=species:S:1:pos:R:3:forces:R:3
Ru 0.112275 -0.711841 0.274358 -0.4 -0.3 0.1
Br 3.705871 -5.790546 2.503039 0.0 0.0 0.0
C 2.358559 -4.462842 2.339643 -0.1 -0.1 0.0
C 1.020892 -4.862865 2.183807 0.1 0.0 0.0
C 0.024856 -3.928363 2.093448 -0.1 0.0 0.0
C 0.328707 -2.549949 2.098522 0.2 0.2 0.6
O -0.603707 -1.633529 2.028508 0.1 -0.4 -0.4
C 1.697299 -2.162256 2.217990 0.1 0.0 0.0
C 2.100226 -0.776193 2.168310 0.1 -0.1 0.2
N 1.366281 0.171833 1.673944 0.4 0.2 0.0
C 1.650288 1.555697 1.834546 -0.1 -0.2 0.0
C 2.811950 1.990235 2.472719 0.1 0.1 0.0
C 2.970600 3.316312 2.834793 0.0 0.0 0.0
C 1.943758 4.214918 2.630157 0.0 0.0 0.0
C 0.770415 3.823549 1.969299 0.0 0.1 0.0
C -0.331276 4.710269 1.824897 0.0 0.0 0.0
C -1.514792 4.245133 1.251371 0.0 0.1 0.0
C -1.554537 3.005146 0.690417 0.1 0.0 -0.1
N -0.444272 2.180728 0.678000 0.0 -0.1 0.2
C 0.668973 2.492586 1.472839 -0.2 0.0 -0.1
C 2.696897 -3.141387 2.371521 0.0 0.1 -0.1
H 0.780850 -5.915934 2.126122 0.0 0.0 0.0
H -1.010123 -4.213693 1.965966 0.0 0.0 0.0
H 3.097693 -0.558353 2.543845 -0.1 0.0 0.2
H 3.610093 1.294115 2.683119 0.0 0.0 0.0
H 3.890875 3.633052 3.308079 0.0 0.0 0.0
H 2.023032 5.236965 2.979055 0.0 0.0 0.0
H -0.248033 5.716795 2.210453 0.0 0.0 0.0
H -2.401987 4.862086 1.218430 0.0 0.0 0.0
H -2.413774 2.630039 0.154463 0.0 0.0 0.1
H 3.733335 -2.838608 2.452092 0.0 0.0 0.0
C -3.617894 -0.069191 -1.797396 0.3 -0.2 0.3
Ge -2.426825 0.277492 -3.294926 -0.5 0.6 -0.8
C -0.597445 -0.213572 -3.711649 0.1 -0.2 0.4
C -2.644161 2.156481 -3.805499 0.0 0.1 0.1
C -0.385586 1.181499 -0.374160 0.1 0.2 -0.1
H -4.140198 -1.008804 -1.964348 -0.1 0.0 0.0
H -4.339623 0.746977 -1.770919 0.0 0.0 0.0
H -3.115048 -0.149740 -0.834696 0.0 0.0 0.0
H -0.597957 -1.148107 -4.268924 0.0 0.0 0.0
H 0.044296 -0.349665 -2.842356 0.0 0.0 0.0
H -0.192267 0.585387 -4.332243 0.0 0.0 0.0
H -2.818028 2.182627 -4.882496 0.0 0.0 0.0
H -1.755755 2.752542 -3.587322 0.0 0.0 0.0
H -3.499818 2.616300 -3.309523 0.0 0.0 0.0
H -1.344213 1.166081 -0.881576 0.0 0.1 0.0
H 0.415232 1.423619 -1.075774 0.0 0.0 0.0
O 2.488274 0.417869 -0.999457 0.0 0.0 -0.1
N 2.871427 -0.751884 -0.859583 0.1 0.0 0.3
O 4.039617 -1.083993 -0.932782 0.0 0.0 -0.1
O 1.991709 -1.650403 -0.566815 -0.2 0.1 -0.1
F -1.093980 -4.204713 -0.873983 0.0 0.1 0.0
Te -1.857304 -3.018634 -2.123657 0.1 -1.2 0.3
F -3.328535 -3.192110 -0.862200 -0.2 0.2 0.0
F -3.316115 -0.519114 -4.614243 0.0 -0.1 0.0
F -0.154940 -3.361330 -2.979927 0.1 0.2 -0.2
F -2.503025 -4.628699 -2.932354 -0.1 -0.1 -0.2
O -0.963082 -1.689986 -0.774948 0.0 0.7 -0.2
```
Forces are in eV/Å.

Calculated values
charge = -1
lowest unoccupied orbital energy (spin up / spin down) = 1.4 / 1.0 eV
relative energy (zero: lowest compared OMol25 entry of this formula, charge and spin) = 33.2 kcal/mol
multiplicity = 6
gap between HOMO and LUMO (spin up / spin down) = 5.57 / 6.89 eV
⟨S²⟩ = 8.80

Here are the natural (NBO) charges for atoms 1 to 4, given in e: atom 1 (Ru): 1.467, atom 2 (Br): 0.031, atom 3 (C): -0.123, atom 4 (C): -0.180

2.
C20H21Cl2N5OSc as an isolated structure at a distorted geometry, computed with ωB97M-V with the def2-TZVPD basis set.

Geometry as XYZ:
```
50
Properties=species:S:1:pos:R:3:forces:R:3
Sc -0.957338 -0.182000 -0.720554 -0.5 0.0 0.3
Cl -1.630538 -2.522700 -1.751554 0.6 -0.7 0.2
C -2.922238 -1.877700 -2.767454 -0.5 -0.2 -0.6
Cl -3.166538 -0.224700 -2.209154 -0.4 0.5 -0.1
H -3.841838 -2.448200 -2.618054 0.2 0.1 0.0
H -2.598038 -1.888300 -3.812654 -0.1 0.0 0.3
C 3.725962 -3.340700 0.634346 -0.3 0.0 0.0
C 4.270262 -2.276500 -0.082554 0.0 -0.1 0.1
C 3.446262 -1.325500 -0.634554 -0.5 0.1 0.0
C 2.044462 -1.460900 -0.512254 0.9 -1.2 0.7
C 1.502362 -2.580700 0.151946 0.0 0.5 -0.4
C 2.341662 -3.493500 0.746846 0.2 -0.1 0.0
N 1.184162 -0.524500 -1.046254 0.3 1.8 -1.3
N 1.755862 0.392600 -1.732654 0.7 -1.7 1.1
C 1.037162 1.361900 -2.347254 -0.9 1.2 -0.8
C 1.760762 2.318300 -3.068754 -0.3 -0.6 0.4
C 1.070362 3.297500 -3.762854 -0.4 0.0 0.1
C -0.317538 3.298600 -3.688854 0.2 -0.1 0.1
C -0.966738 2.330200 -2.922454 -0.3 0.2 0.0
N -0.324638 1.364700 -2.258254 0.8 -0.1 0.1
H 4.378162 -4.062900 1.099246 0.1 -0.1 0.0
H 5.339362 -2.194300 -0.206254 0.1 0.0 0.1
H 3.839662 -0.466500 -1.155754 0.1 -0.1 0.0
H 0.427162 -2.734000 0.150546 0.2 0.0 0.1
H 1.934262 -4.334700 1.287846 0.0 -0.1 0.0
H 2.837262 2.256200 -3.065054 0.1 0.0 0.0
H 1.606762 4.042900 -4.333854 0.0 0.0 0.0
H -0.896138 4.039500 -4.220754 -0.1 0.0 0.0
H -2.049938 2.340800 -2.843854 0.1 0.0 0.0
C -3.270038 2.976200 1.180246 -0.3 0.0 -0.2
C -2.061038 2.123300 1.059046 0.1 0.7 1.3
O -1.936038 1.294400 0.115946 0.1 0.1 -0.3
N -1.100338 2.238800 1.970046 -0.3 -0.1 -0.6
C 0.106562 1.419400 1.933546 0.1 -0.5 -0.3
C -0.202838 0.004600 2.398246 0.2 0.2 0.2
C 0.039362 -0.348000 3.719046 0.0 0.0 -0.3
C -0.329538 -1.602300 4.182046 0.0 0.1 -0.3
C -0.967838 -2.455300 3.295646 -0.1 0.1 -0.1
C -1.167538 -2.044200 1.989046 0.0 0.0 0.0
N -0.774538 -0.843300 1.514446 0.0 0.0 0.0
H -4.029638 2.661100 0.466946 0.1 0.0 0.0
H -3.018238 4.019400 0.983646 0.1 0.0 0.0
H -3.687638 2.924400 2.185746 0.0 0.0 0.0
H -1.207138 2.908400 2.724146 -0.1 0.0 -0.1
H 0.857062 1.874500 2.581346 -0.1 0.0 -0.2
H 0.505562 1.414700 0.898246 0.0 0.1 0.4
H 0.519262 0.353500 4.380946 0.1 0.1 0.1
H -0.125938 -1.891900 5.203746 0.0 0.0 0.0
H -1.313238 -3.423600 3.617746 0.0 -0.2 -0.1
H -1.666638 -2.709000 1.291046 0.1 0.0 0.0
```
Forces are in eV/Å.

Calculated values
charge = +3
lowest unoccupied orbital energy = -11.0 eV
relative energy (zero: lowest compared OMol25 entry of this formula, charge and spin) = 11.2 kcal/mol
multiplicity = 1
gap between HOMO and LUMO = 6.26 eV

Here are the natural (NBO) charges for atoms 1 to 4, given in e: atom 1 (Sc): 1.701, atom 2 (Cl): 0.116, atom 3 (C): -0.380, atom 4 (Cl): 0.131

3.
C20H21Cl8GeMnNS3SbSi as an isolated structure, computed with ωB97M-V with the def2-TZVPD basis set.

Geometry as XYZ:
```
57
Properties=species:S:1:pos:R:3:forces:R:3
Mn -0.672798 -0.533431 0.110790 0.0 -0.2 -0.1
S 0.643893 1.412907 4.130567 0.0 0.0 -0.1
Sb 1.571573 2.326774 2.316695 -0.1 0.0 0.0
S 0.531745 1.430461 0.083614 -0.1 0.0 0.1
S -0.312020 3.162112 0.921536 0.0 0.0 0.0
C -1.333104 2.755155 -3.959218 0.0 0.0 0.0
N -0.621011 1.510338 -4.197089 0.0 0.0 0.0
C 0.804501 1.702056 -3.953107 0.0 0.0 0.0
C -1.155763 0.468649 -3.338720 0.0 0.0 0.0
C -0.709145 -0.926270 -3.703730 0.0 0.0 0.0
C -0.240182 -1.227561 -4.974157 0.0 0.0 0.0
C 0.151798 -2.517275 -5.302558 0.0 0.0 0.0
C 0.059626 -3.535045 -4.364586 0.0 0.0 0.0
C -0.429472 -3.258282 -3.099674 0.0 0.0 0.0
C -0.809257 -1.959832 -2.764811 0.0 0.0 0.0
H -0.934657 3.532958 -4.611890 0.0 0.0 0.0
H -1.239053 3.098590 -2.915912 0.0 0.0 0.0
H -2.393149 2.626059 -4.184248 0.0 0.0 0.0
H 1.193619 2.440920 -4.655604 0.0 0.0 0.0
H 1.345178 0.767569 -4.094836 0.0 0.0 0.0
H 1.001650 2.050281 -2.927793 0.0 0.0 0.0
H -2.249327 0.510068 -3.388822 0.0 0.0 0.0
H -0.901709 0.669422 -2.282279 0.0 0.0 0.0
H -0.175357 -0.426979 -5.699667 0.0 0.0 0.0
H 0.534435 -2.727356 -6.293499 0.0 0.0 0.0
H 0.373994 -4.540430 -4.612424 0.0 0.0 0.0
H -0.496591 -4.034399 -2.349662 0.0 0.0 0.0
C -5.165940 -1.375413 -0.987568 0.0 0.0 -0.1
Si -3.884498 -2.396927 -0.100171 0.0 0.0 0.0
C -3.856261 -4.136881 -0.783103 0.0 0.0 0.0
C -4.249267 -2.458587 1.723367 0.0 0.0 0.0
C -2.210164 -1.712126 -0.537139 -0.1 0.0 0.1
C -1.337756 -1.685438 -1.439866 0.1 0.1 -0.1
H -6.162497 -1.797732 -0.836735 0.0 0.0 0.0
H -4.960535 -1.357750 -2.060104 0.0 0.0 0.0
H -5.171347 -0.344567 -0.630341 0.0 0.0 0.0
H -4.819704 -4.633123 -0.645047 0.0 0.0 0.0
H -3.090856 -4.731592 -0.279814 0.0 0.0 0.0
H -3.623932 -4.127103 -1.850162 0.0 0.0 0.0
H -5.124096 -3.094688 1.883571 0.0 0.0 0.0
H -4.471809 -1.475217 2.136789 0.0 0.0 0.0
H -3.415268 -2.889503 2.281047 0.0 0.0 0.0
Cl 3.171958 -0.975869 0.995171 0.0 0.0 0.0
Ge 1.555451 -1.503580 -0.423229 -0.1 0.0 0.1
Cl 2.631034 -1.330576 -2.336657 0.0 0.0 0.0
Cl 1.525002 -3.710405 -0.128262 0.0 0.0 0.0
Cl -3.398827 1.939195 -0.455929 0.0 0.0 0.0
C -3.116429 1.222733 1.102656 0.0 0.0 0.0
C -2.105528 0.291204 1.223638 0.1 0.0 -0.1
C -1.935121 -0.267867 2.467200 0.0 0.0 0.0
Cl -0.675978 -1.491359 2.428089 0.1 0.1 0.0
C -2.664558 0.043985 3.594093 0.0 0.0 0.0
Cl -2.367928 -0.747355 5.087655 0.0 0.0 0.0
C -3.670445 0.998178 3.446471 0.0 0.0 0.0
Cl -4.633807 1.438611 4.807918 0.0 0.0 0.0
C -3.901416 1.582839 2.198003 0.0 0.0 0.0
Cl -5.162561 2.747095 2.020592 0.0 0.0 0.0
```
Forces are in eV/Å.

Calculated values
charge = -1
lowest unoccupied orbital energy (spin up / spin down) = 1.7 / 2.0 eV
relative energy (zero: lowest compared OMol25 entry of this formula, charge and spin) = 0.1 kcal/mol
multiplicity = 2
gap between HOMO and LUMO (spin up / spin down) = 7.10 / 7.39 eV
⟨S²⟩ = 0.82

Here are the natural (NBO) charges for atoms 1 to 4, given in e: atom 1 (Mn): 0.365, atom 2 (S): -0.811, atom 3 (Sb): 0.999, atom 4 (S): -0.307

4.
C20H21ClF6N2O3PdS as an isolated structure, computed with ωB97M-V with the def2-TZVPD basis set.

Geometry as XYZ:
```
55
Properties=species:S:1:pos:R:3:forces:R:3
Pd -1.155310 -1.185501 0.232660 -0.4 -0.7 -0.3
Cl -6.461874 3.778265 -1.822800 0.0 0.1 0.0
C -5.432503 2.619966 -0.987028 0.1 -0.1 0.1
C -6.005423 1.739906 -0.046664 -0.1 0.0 0.0
C -5.228183 0.823956 0.599585 -0.1 0.0 -0.1
C -3.800140 0.706140 0.385107 0.1 -0.4 0.2
O -3.135203 -0.171027 0.989588 -0.3 0.6 0.1
C -3.254612 1.646925 -0.570399 0.1 0.2 0.0
C -1.853895 1.704906 -0.898292 0.2 -0.2 0.0
O -0.917420 1.118376 -0.356891 -0.2 0.5 0.1
C -4.093308 2.559882 -1.240711 0.1 0.0 0.0
H -7.069852 1.797983 0.150352 0.0 0.0 0.0
H -5.662829 0.135660 1.314983 0.0 0.0 0.0
H -1.627622 2.375751 -1.758239 0.0 0.0 -0.1
H -3.651414 3.234474 -1.967427 0.0 0.0 0.0
C 3.374667 -2.279138 -0.320674 0.0 0.0 0.0
C 2.365016 -1.120364 -0.145449 -0.2 -0.1 -0.3
O 1.113709 -1.495211 -0.420144 0.6 0.0 0.1
C 2.797059 -0.022114 -1.168127 0.0 0.0 0.1
F 2.160407 1.149514 -0.995545 0.0 0.0 0.0
F 2.519699 -0.424902 -2.428747 0.0 0.0 -0.1
F 4.129338 0.275069 -1.181030 0.1 0.0 -0.1
C 2.513295 -0.555317 1.303644 -0.1 0.1 0.0
F 0.572596 -0.466959 2.648462 0.0 0.0 0.0
F 3.716007 0.130501 1.429061 0.1 0.1 0.0
F 2.645551 -1.606529 2.163304 0.1 -0.1 0.0
H 3.368555 -2.572975 -1.370701 0.0 0.0 0.0
H 3.008479 -3.114295 0.271670 0.0 0.0 0.0
H 4.393431 -2.025435 -0.017633 0.0 0.0 0.0
C 2.405890 1.439041 3.776453 0.0 0.0 0.0
C 1.595027 1.650010 2.495251 0.0 0.0 0.0
C 0.215149 2.217628 2.861499 0.0 0.0 0.0
C 2.279737 2.671230 1.584182 0.0 0.0 0.0
C 1.321294 0.320209 1.771996 0.0 0.0 -0.1
H 2.477257 2.383566 4.324535 0.0 0.0 0.0
H 3.415726 1.090644 3.560622 0.0 0.0 0.0
H 1.918175 0.706456 4.421258 0.0 0.0 0.0
H 0.339934 3.175582 3.375289 0.0 0.0 0.0
H -0.336985 1.540349 3.511090 0.0 0.0 0.0
H -0.386376 2.377120 1.963939 0.0 0.0 0.0
H 2.348214 3.623557 2.119154 0.0 0.0 0.0
H 1.691574 2.833960 0.680609 0.0 0.0 0.0
H 3.281987 2.366843 1.289105 0.0 0.0 0.0
H 0.694189 0.503963 0.898275 0.0 -0.1 0.1
S -1.536231 -3.637408 -0.162256 0.1 0.2 -0.3
C -0.877744 -3.696160 -1.695206 -0.2 0.2 0.5
N -0.595702 -2.496128 -2.319796 0.4 -0.1 -0.5
C 0.040443 -2.403371 -3.486140 -0.2 0.0 0.4
C 0.351821 -3.543142 -4.175330 0.0 0.0 -0.1
C -0.009439 -4.750207 -3.546549 -0.1 0.0 0.4
N -0.587204 -4.845103 -2.371439 0.2 -0.3 -0.6
H -0.723764 -1.673789 -1.679754 -0.1 0.2 0.3
H 0.280669 -1.402926 -3.819882 0.0 0.0 0.0
H 0.857317 -3.515099 -5.128047 0.0 0.0 0.0
H 0.210819 -5.694336 -4.040769 0.0 0.0 0.0
```
Forces are in eV/Å.

Calculated values
charge = -2
lowest unoccupied orbital energy = 4.4 eV
relative energy (zero: lowest compared OMol25 entry of this formula, charge and spin) = 13.4 kcal/mol
multiplicity = 1
gap between HOMO and LUMO = 3.63 eV

Here are the natural (NBO) charges for atoms 1 to 4, given in e: atom 1 (Pd): 0.173, atom 2 (Cl): -0.102, atom 3 (C): -0.135, atom 4 (C): -0.242